A 2-piece molecular cluster, CH7N2O overall in a non-equilibrium geometry. Source: the OMol25 dataset; level of theory: ωB97M-V/def2-TZVPD.

Structure (XYZ):
```
11
Properties=species:S:1:pos:R:3
O 0.3355 0.3719 -1.9718
H 1.1455 0.9438 -1.9992
N -1.3720 -0.0151 0.4399
C -0.1334 -0.6927 1.0528
N 1.1093 0.0229 0.7232
H -0.9943 0.2091 -0.4927
H -1.5672 0.9526 0.7696
H -0.1590 -1.5868 0.4673
H -0.2929 -0.5658 2.1221
H 0.8103 0.9979 0.8010
H 1.0129 0.1762 -0.3526
```

As for the frontier orbital gap: 7.9 eV. The net charge is -1. The LUMO energy comes out at 4.7 eV.

natural (NBO) population analysis, charges in e, atoms 1 to 8:
1 O -1.3035
2 H 0.3958
3 N -0.9140
4 C -0.0730
5 N -0.9178
6 H 0.4148
7 H 0.3147
8 H 0.1902



A 2-piece molecular cluster, CH4Cl2NP overall in a non-equilibrium geometry. Source: the OMol25 dataset; level of theory: ωB97M-V/def2-TZVPD.

Structure (XYZ):
```
9
Properties=species:S:1:pos:R:3
C -0.5814 1.2687 -0.9949
N 0.3037 -1.3891 -1.6708
P -0.3422 -0.3596 -0.7143
Cl 0.9494 -0.8148 3.1060
Cl -1.5716 -1.0605 0.7122
H -0.9853 1.8442 -0.1834
H 0.0992 1.7308 -1.6869
H 2.0500 -1.2198 3.6127
H 0.2339 -2.3573 -1.3978
```

As for the frontier orbital gap: 8.8 eV. The net charge is 0. The LUMO energy comes out at 0.0 eV.

natural (NBO) population analysis, charges in e, atoms 1 to 8:
1 C -1.0401
2 N -1.2001
3 P 1.5817
4 Cl -0.2690
5 Cl -0.2449
6 H 0.2525
7 H 0.2549
8 H 0.2684



A 2-piece molecular cluster, ClH2OPS2 overall in a non-equilibrium geometry. Source: the OMol25 dataset; level of theory: ωB97M-V/def2-TZVPD.

Structure (XYZ):
```
7
Properties=species:S:1:pos:R:3
O -1.6862 0.0166 -0.2940
P 1.5077 0.0529 -0.0102
S 2.1605 -1.1736 -1.3551
S 1.2390 1.9662 -0.0595
Cl 1.1520 -0.7873 1.7775
H -2.1076 -0.8085 -0.0360
H -2.2653 0.7337 -0.0228
```

As for the frontier orbital gap: 8.4 eV. The net charge is 0. The LUMO energy comes out at -1.1 eV.

List of natural (NBO) charges in e, atom by atom:
1 O -0.9507
2 P 0.8816
3 S -0.3397
4 S -0.3442
5 Cl -0.2024
6 H 0.4758
7 H 0.4797



C18H29CeN2O5P2S as an isolated structure in a non-equilibrium geometry. Source: the OMol25 dataset; level of theory: ωB97M-V/def2-TZVPD.

Structure (XYZ):
```
58
Properties=species:S:1:pos:R:3
C -3.9802 1.5953 -1.7087
C -2.9160 0.8910 -1.0961
N -1.6523 1.3704 -1.0909
C -1.3891 2.5164 -1.7949
C -2.4084 3.2484 -2.4303
C -3.7538 2.8472 -2.3627
C -3.2160 -0.3895 -0.3311
P -2.0951 -0.6246 1.0781
Ce 0.4882 0.3695 -0.0009
P 1.3698 1.8573 -2.1918
C 0.0581 3.1934 -1.6948
O -3.2804 -4.8000 -4.5503
O 0.1535 -2.8272 -2.5745
H -4.9764 1.1580 -1.7138
H -2.0785 4.2258 -2.8241
H -4.5234 3.3741 -2.9675
C -2.4326 0.8331 2.1212
C -2.9424 -1.9173 1.9980
H 0.0922 4.0511 -2.4354
H 0.2428 3.5518 -0.6221
H -3.2924 -1.1942 -0.9633
H -4.2623 -0.3029 -0.0453
C 2.7779 2.6233 -1.2561
C 1.6598 2.3221 -3.9488
H 0.2968 -3.4906 -3.2358
H -0.8089 -2.8498 -2.2319
H -3.3921 -5.4438 -5.2170
H -2.8506 -3.9454 -4.8117
H 0.5610 1.7258 1.1096
H -0.1036 -4.8471 -4.1246
H -3.4651 0.9669 2.4515
H -1.8172 0.6673 3.0091
H -2.0686 1.7537 1.6638
H -3.8101 -1.5652 2.5622
H -3.2641 -2.7420 1.3532
H -2.1810 -2.2990 2.6763
H 2.7028 2.6883 -4.0268
H 1.5550 1.3420 -4.4565
H 0.9071 3.0468 -4.3328
H 3.5081 2.9425 -2.0156
H 2.4587 3.4613 -0.6054
H 3.2031 1.8068 -0.6411
O 0.2307 -2.6586 3.3945
S 0.8380 -1.3664 3.4061
O 0.2160 -0.2571 4.0626
N 1.1370 -0.8951 1.8064
C 2.4301 -0.7599 1.4623
O 2.6757 -0.2771 0.2819
C 3.3365 -1.2259 2.5083
C 4.7486 -1.1379 2.6027
C 5.3918 -1.4115 3.8404
C 4.6206 -1.7546 5.0006
C 3.1975 -1.7745 4.8836
C 2.6052 -1.4854 3.6617
H 5.2994 -0.8511 1.7100
H 6.4901 -1.3773 3.9354
H 5.1212 -1.9412 5.9604
H 2.5874 -2.0174 5.7628
```

Its expectation value of S² is 0.75. As for the spin multiplicity: 2. As for the frontier orbital gap (spin up / spin down): 2.8 / 2.9 eV. The net charge is 0. The LUMO energy (spin up / spin down) comes out at -1.0 / -1.0 eV.

Mulliken population analysis, charges in e, atoms 1 to 8:
1 C -0.6398
2 C 0.5146
3 N 0.2123
4 C 0.8099
5 C -0.7006
6 C -0.6952
7 C -1.4147
8 P 0.7411



A 2-piece molecular cluster, C5H10N3PS overall in a non-equilibrium geometry. Source: the OMol25 dataset; level of theory: ωB97M-V/def2-TZVPD.

Structure (XYZ):
```
20
Properties=species:S:1:pos:R:3
C 3.2913 0.7018 -0.2915
C 2.3826 -0.2591 0.1752
C -1.8171 -1.1476 -2.2031
C -1.7671 0.2599 1.5172
C -2.0275 -0.9055 -0.9426
N 2.6830 1.8806 -0.3177
N 1.4399 1.6265 -0.0064
N 1.2181 0.4021 0.3670
P -1.5700 0.8183 -0.2184
S 2.7673 -1.9666 0.4490
H 4.2784 0.7278 -0.5965
H -1.9123 -2.2126 -2.5184
H 2.0997 -2.1186 1.6136
H -1.4905 -0.2474 -2.7219
H -1.5381 1.0908 2.2982
H -1.0540 -0.4061 1.8524
H -2.6632 -0.2830 1.7122
H -2.1311 -1.6635 -0.3019
H 0.7849 2.2559 0.4156
H -2.9742 1.4463 -0.2819
```

As for the SMILES: Sc1cn[nH]n1.C=CPC. As for the frontier orbital gap: 9.6 eV. The net charge is 0. The LUMO energy comes out at 0.7 eV.

natural (NBO) population analysis, charges in e, atoms 1 to 8:
1 C -0.1018
2 C -0.0674
3 C -0.3909
4 C -0.9367
5 C -0.4203
6 N -0.2253
7 N -0.1397
8 N -0.2687



Question: What is the formula in the third record?
Answer: ClH2OPS2



Repeat the third record exactly.
A 2-piece molecular cluster, ClH2OPS2 overall in a non-equilibrium geometry. Source: the OMol25 dataset; level of theory: ωB97M-V/def2-TZVPD.

Structure (XYZ):
```
7
Properties=species:S:1:pos:R:3
O -1.6862 0.0166 -0.2940
P 1.5077 0.0529 -0.0102
S 2.1605 -1.1736 -1.3551
S 1.2390 1.9662 -0.0595
Cl 1.1520 -0.7873 1.7775
H -2.1076 -0.8085 -0.0360
H -2.2653 0.7337 -0.0228
```

As for the frontier orbital gap: 8.4 eV. The net charge is 0. The LUMO energy comes out at -1.1 eV.

List of natural (NBO) charges in e, atom by atom:
1 O -0.9507
2 P 0.8816
3 S -0.3397
4 S -0.3442
5 Cl -0.2024
6 H 0.4758
7 H 0.4797



Question: What is the net charge in the fifth record?
Answer: 0